Density functional theory data (ωB97M-V/def2-TZVPD) for a molecular structure, C46H57Ge2MnN2P2Si2 at a distorted geometry.

Structure (XYZ):
```
112
Properties=species:S:1:pos:R:3:mulliken_spin:R:1
Mn -0.2973 0.4024 0.6110 4.03
C -2.3775 3.8664 -1.3035 0.01
Si -0.5665 3.4473 -1.3072 0.00
C 0.0423 3.7810 -3.0415 0.00
C 0.4586 4.5309 -0.1978 0.01
N -0.3285 1.7532 -0.8444 0.07
P -0.3308 0.5080 -1.9234 -0.12
C -0.9127 -0.8036 -0.9999 -0.05
P -0.0032 -1.9855 -0.1580 0.02
N -0.1364 -1.4671 1.3953 0.02
Si 0.3553 -2.4621 2.7692 0.01
C -1.1511 -3.0708 3.6682 0.00
C 1.2817 -3.9732 2.2016 0.00
C 1.5132 -1.5900 3.9236 0.01
C 1.8063 -2.1608 -0.4471 -0.06
C 2.4406 -3.2801 -0.9854 0.00
C 3.8261 -3.3441 -1.0945 0.00
C 4.6129 -2.2893 -0.6629 0.00
C 4.0036 -1.1717 -0.1068 0.02
C 2.6214 -1.1166 0.0018 0.15
C -0.8301 -3.5904 -0.4730 0.01
C -0.6144 -4.4203 -1.5745 0.00
C -1.4110 -5.5392 -1.7868 0.00
C -2.4467 -5.8367 -0.9135 0.00
C -2.7084 -4.9892 0.1539 0.00
C -1.9139 -3.8696 0.3641 -0.01
C -1.4774 0.8053 -3.3166 0.00
C -2.8488 0.7602 -3.0328 0.00
C -3.7824 0.9954 -4.0324 0.00
C -3.3608 1.2616 -5.3319 0.00
C -2.0054 1.2981 -5.6254 0.00
C -1.0703 1.0798 -4.6204 0.00
C 1.3097 0.3403 -2.6717 0.01
C 1.5376 -0.6483 -3.6332 0.00
C 2.7920 -0.7968 -4.2060 0.00
C 3.8347 0.0388 -3.8195 0.00
C 3.6232 1.0121 -2.8544 0.00
C 2.3639 1.1601 -2.2813 0.01
H -2.5568 4.8344 -0.8232 0.00
H -2.9629 3.1177 -0.7675 0.00
H -2.7500 3.9157 -2.3311 0.00
H 0.4088 4.8137 -3.0585 0.00
H -0.7569 3.6885 -3.7799 0.00
H 0.8698 3.1396 -3.3584 0.00
H -0.0980 5.4179 0.1317 0.00
H 1.3501 4.8717 -0.7386 0.00
H 0.7825 4.0074 0.7003 0.00
H -1.4749 -4.0370 3.2702 0.00
H -1.9846 -2.3674 3.6056 0.00
H -0.9130 -3.2063 4.7298 0.00
H 0.7932 -4.5102 1.3829 0.00
H 1.3301 -4.6589 3.0561 0.00
H 2.3049 -3.7353 1.8956 0.00
H 1.4468 -0.5107 3.8448 0.00
H 2.5463 -1.8873 3.7133 0.00
H 1.2929 -1.8490 4.9665 0.00
H 1.8758 -4.1441 -1.2816 0.00
H 4.2875 -4.2338 -1.5056 0.00
H 5.6923 -2.3414 -0.7444 0.00
H 4.6023 -0.3448 0.2573 0.00
H 2.2005 -0.2390 0.4763 -0.11
H 0.1306 -4.1802 -2.3167 0.00
H -1.2257 -6.1729 -2.6452 0.00
H -3.0584 -6.7155 -1.0761 0.00
H -3.5379 -5.1937 0.8203 0.00
H -2.1341 -3.2006 1.1883 0.00
H -3.1783 0.5198 -2.0282 0.01
H -4.8406 0.9674 -3.8005 0.00
H -4.0890 1.4384 -6.1146 0.00
H -1.6724 1.5029 -6.6356 0.00
H -0.0159 1.1394 -4.8604 0.00
H 0.7306 -1.3133 -3.9251 0.00
H 2.9585 -1.5622 -4.9536 0.00
H 4.8131 -0.0743 -4.2705 0.00
H 4.4391 1.6534 -2.5427 0.00
H 2.1964 1.9157 -1.5220 -0.01
C 2.7495 3.4228 4.9142 0.00
Ge 2.4699 2.4577 3.2429 -0.01
C 3.6584 0.9045 3.3696 0.00
C 3.2262 3.5990 1.8486 0.00
Ge 0.2230 1.8034 2.5673 0.01
C -0.7598 1.0879 4.1763 -0.04
C -1.9328 0.3371 4.0362 -0.01
C -2.6998 -0.0374 5.1372 0.01
C -2.3047 0.3212 6.4184 0.00
C -1.1460 1.0685 6.5836 0.00
C -0.3951 1.4493 5.4760 0.00
C -0.8469 3.5024 2.5892 -0.02
C -2.1743 3.4999 2.1512 -0.01
C -3.0043 4.6043 2.3164 0.01
C -2.5201 5.7539 2.9258 0.00
C -1.2027 5.7848 3.3627 0.00
C -0.3843 4.6723 3.1965 0.00
H 3.8281 3.6026 4.9766 0.00
H 2.4530 2.8366 5.7840 0.00
H 2.2372 4.3849 4.9479 0.00
H 4.6862 1.2231 3.1690 0.00
H 3.3902 0.1165 2.6624 0.00
H 3.6146 0.4784 4.3744 0.00
H 4.3033 3.6934 2.0135 0.00
H 2.7777 4.5956 1.8718 0.00
H 3.0584 3.1796 0.8518 0.00
H -2.2764 0.0214 3.0596 0.03
H -3.6083 -0.6112 4.9934 0.00
H -2.8928 0.0232 7.2778 0.00
H -0.8282 1.3619 7.5785 0.00
H 0.4902 2.0523 5.6370 0.00
H -2.5899 2.6194 1.6798 0.00
H -4.0308 4.5672 1.9699 0.00
H -3.1626 6.6159 3.0587 0.00
H -0.8132 6.6756 3.8434 0.00
H 0.6414 4.7329 3.5423 0.00
```

Calculated values
Multiplicity: 5
Calculated total energy (eV): -230295.7490